Density functional theory data (wB97M-V/def2-TZVPD) for 9 unconnected molecules or ions with the total composition C4H25NO11 in a non-equilibrium geometry.

Results
E_LUMO, Ha: 0.0031
Gap between HOMO and LUMO, eV: 9.6
Calculated total energy, eV: -28566.69016
Structure (SMILES): O=CNC(CO)CO.O.O.O.O.O.O.O.O

CARTESIAN COORDINATES (ANGSTROEM)
O 2.8317 0.3410 1.2306
C 1.6557 0.3910 1.5711
N 0.7613 0.5035 0.5515
C -0.6892 0.4079 0.7339
C -1.0498 -0.8692 1.4787
O -2.3061 -1.4108 1.0255
C -1.4762 1.6540 1.2352
O -2.8166 1.3523 0.9128
H 1.1229 0.4600 2.5253
H 1.0737 0.4368 -0.4011
H -1.1464 0.3823 -0.2516
H -0.3418 -1.6850 1.4001
H -1.1904 -0.6683 2.5475
H -2.9808 -0.7346 1.1313
H -1.2862 1.8766 2.2896
H -0.9671 2.5042 0.7769
H -3.3738 2.1330 0.9368
H 1.7297 -1.7730 -0.8339
H 2.9205 -0.7722 -0.5557
O 2.3409 -1.1289 -1.2474
H 1.1316 -0.0804 -2.1321
H -0.3729 -0.4341 -2.4259
O 0.2899 0.2781 -2.4735
H 1.1431 2.8406 -4.1826
H 0.8124 1.7729 -3.2170
O 1.2986 2.6272 -3.2516
H 0.7216 2.6250 -0.6824
H 2.0862 2.9522 -0.1438
O 1.1628 3.2333 -0.0778
H -1.9041 -1.4522 -0.8902
H -2.1254 -2.4335 -2.0433
O -1.5617 -1.7062 -1.7664
H 0.7659 3.1549 1.5916
H 1.3264 3.9179 2.8166
O 0.8343 3.1321 2.5696
H -1.7114 -4.9411 -0.9680
H -1.3413 -3.8974 0.0816
O -0.9769 -4.6368 -0.4293
H 0.6389 -3.7158 -0.3191
H 1.8843 -3.5343 0.6017
O 1.0856 -3.1029 0.2849